4 unconnected molecules or ions with the total composition C30H52NO13PS at a distorted geometry. Source: the Open Molecules 2025 dataset; level of theory: ωB97M-V/def2-TZVPD.

Cartesian coordinates (Å):
C 5.3657 -5.6801 -3.0586
C 4.1483 -5.4937 -2.1349
C 4.6140 -5.7486 -0.6555
C 5.3472 -7.0782 -0.4194
C 4.4615 -8.3390 -0.5508
S 4.9129 -9.4995 0.8069
C 3.5754 -4.0232 -2.0375
C 3.8088 -3.0835 -3.2392
C 3.9141 -1.5813 -2.8476
C 2.5630 -0.8287 -2.9979
N 1.5725 -1.4823 -2.1395
C 1.1021 -0.6734 -1.0230
C 2.0421 -0.6863 0.1677
C 1.9887 -1.6676 1.1330
C 2.8155 -1.6588 2.2269
C 3.7322 -0.6498 2.4146
C 3.8223 0.3324 1.4501
C 2.9933 0.3060 0.3606
O 3.0952 1.3142 -0.5966
O 2.2126 -4.3061 -1.6809
C 1.8136 -5.1628 -2.6787
O 0.9053 -5.0168 -3.4519
C 2.8720 -6.3073 -2.5550
P 2.9505 -7.5238 -3.9358
O 2.5069 -8.8498 -3.4249
H 5.6693 -6.7274 -3.0406
H 6.1650 -5.0121 -2.7217
H 5.0851 -5.3683 -4.0723
H 5.3342 -4.9417 -0.4559
H 3.7798 -5.5827 0.0362
H 5.6866 -7.0566 0.6293
H 6.2668 -7.1474 -1.0062
H 4.6946 -8.8257 -1.5003
H 3.4005 -8.1335 -0.4234
H 4.0300 -10.4941 0.5611
H 3.9598 -3.4673 -1.1774
H 2.9826 -3.1530 -3.9646
H 4.7168 -3.3204 -3.8012
H 4.2597 -1.4500 -1.8134
H 4.6248 -1.0986 -3.5358
H 2.2489 -1.0113 -4.0363
H 2.6736 0.2413 -2.8001
H 0.8030 -1.8388 -2.6874
H 0.8344 0.3608 -1.2910
H 0.1637 -1.1294 -0.6774
H 1.2769 -2.4871 1.0544
H 2.7717 -2.4401 2.9816
H 4.3760 -0.6048 3.2865
H 4.5508 1.1229 1.6140
H 3.8821 1.1720 -1.1339
H 2.4210 -6.9162 -1.7616
H 4.2506 -7.6780 -4.4591
H 2.0173 -7.1135 -4.9224
C -4.6390 2.5751 0.6312
C -4.1002 2.5358 -0.7823
O -2.9880 3.4292 -0.9458
C -1.8357 3.0162 -0.4229
O -1.6447 1.9760 0.1528
O -0.9230 3.9702 -0.6288
C 0.3471 3.7037 -0.0262
H -4.8872 3.5990 0.9180
H -5.5320 1.9564 0.7205
H -3.9002 2.2151 1.3456
H -4.8676 2.8775 -1.4754
H -3.8204 1.5248 -1.0802
H 0.7345 2.7346 -0.3345
H 0.2652 3.7523 1.0590
H 1.0348 4.4763 -0.3593
C -8.4720 7.5193 -1.2339
C -7.6798 8.7641 -0.8918
O -6.5978 8.4768 0.0042
C -5.5419 7.8766 -0.5462
O -5.4176 7.5769 -1.7050
O -4.6471 7.6507 0.4165
C -3.4959 6.9201 -0.0157
H -8.8139 7.0236 -0.3237
H -9.3375 7.7724 -1.8466
H -7.8625 6.8012 -1.7813
H -8.3210 9.4727 -0.3698
H -7.3062 9.2613 -1.7876
H -3.0199 7.4017 -0.8676
H -3.7722 5.8964 -0.2633
H -2.7924 6.9020 0.8130
C -4.7212 3.2568 7.5253
C -4.7793 2.0845 6.5683
O -4.4530 2.4754 5.2271
C -3.1589 2.6880 4.9911
O -2.2609 2.5703 5.7828
O -3.0298 3.0747 3.7198
C -1.6966 3.4356 3.3548
H -5.3555 4.0706 7.1696
H -5.0534 2.9565 8.5192
H -3.7088 3.6508 7.6067
H -5.7958 1.6961 6.5281
H -4.1316 1.2690 6.8917
H -0.9950 2.6348 3.5805
H -1.4063 4.3532 3.8668
H -1.6814 3.6144 2.2825

LUMO level: 0.4 eV
HOMO-LUMO gap: 9.20 eV
SMILES: C[C@]1(CCCS)[C@H]([PH2]=O)C(=O)O[C@@H]1CCCNCc1ccccc1O.CCOC(=O)OC.CCOC(=O)OC.CCOC(=O)OC
M: 697.781 g mol⁻¹
E_HOMO: -8.78 eV
energy above the lowest of the compared OMol25 structures with the same formula, charge and spin: 0.0 kcal/mol